1.
The following is a quantum chemistry calculation of a molecular structure, C21H25N2RuS, from OMol25.

Calculated values
- Total charge: +1
- ΔE to the lowest compared entry with this formula, charge and spin: 0.00 kcal/mol
- Spin multiplicity: 5
- LUMO level (spin up / spin down): -3.766 / -5.293 eV
- HOMO (spin up / spin down): -0.340 / -0.406 Eh
- ⟨S²⟩: 6.03
- Frontier orbital gap (spin up / spin down): 5.5 / 5.7 eV

XYZ file:
```
50
Properties=species:S:1:pos:R:3:forces:R:3:mulliken_charge:R:1
C -2.154 -2.729 -1.431 0.3558 0.1923 0.0949 0.999
C -1.444 -3.360 -0.306 0.2983 -0.2022 0.5724 -1.090
C -3.502 -2.178 -1.263 -0.7552 -0.1677 -0.0482 -1.298
C -1.497 -2.630 -2.747 0.0654 0.0411 -0.5394 -1.216
H -4.126 -2.470 -2.121 -0.0679 0.1942 0.1795 0.417
H -3.516 -1.078 -1.223 -0.0747 0.0216 0.0162 0.092
H -3.989 -2.555 -0.357 0.0328 0.1331 -0.1044 0.390
H -1.409 -4.459 -0.403 0.0572 0.1380 0.0383 0.380
H -1.934 -3.141 0.653 0.0770 -0.1021 -0.1472 0.361
H -0.396 -3.026 -0.225 -0.1533 -0.0969 -0.0969 0.105
H -1.286 -3.626 -3.173 0.0688 0.1972 0.0329 0.385
H -0.538 -2.089 -2.707 -0.0324 -0.1567 0.0383 0.160
H -2.140 -2.102 -3.461 0.1331 -0.1178 0.0240 0.351
C -1.320 2.595 1.918 -0.0366 -0.1334 1.2378 -0.409
C -2.403 1.822 1.329 -0.2305 0.0308 0.5720 -1.045
C -2.016 0.432 1.367 -0.0534 -0.6160 1.1149 -0.290
H -3.372 2.227 1.046 0.2684 -0.2330 0.1474 0.654
C -0.745 0.347 2.011 -1.4416 0.4354 -0.9230 -0.163
C -0.290 1.658 2.312 -1.0397 0.9685 0.4379 -0.907
H 0.620 1.924 2.846 -0.1859 -0.1400 -0.3702 0.414
H -1.371 3.654 2.170 0.1083 -0.3741 -0.1268 0.507
H -2.627 -0.411 1.046 0.2523 0.3196 0.0803 0.469
H -0.245 -0.577 2.250 0.1489 0.1097 -0.1626 0.924
C 0.210 2.497 -2.092 -0.8260 0.8921 0.0127 -0.850
C -0.806 3.344 -1.521 -0.1780 0.3779 -0.7877 -0.372
C -2.045 2.573 -1.487 0.1697 0.5727 -1.0081 -1.148
H -0.751 4.413 -1.314 0.1563 -0.4201 0.0440 0.498
C -1.784 1.318 -2.157 0.5236 -0.1785 -0.9955 0.033
C -0.415 1.290 -2.531 -1.3859 -0.2782 0.4762 -0.241
H 0.058 0.498 -3.116 -0.1001 0.2107 0.5240 0.502
H 1.236 2.801 -2.284 -0.2944 -0.2383 0.1957 0.454
H -3.011 2.974 -1.221 0.0106 -0.0340 -0.1885 0.659
H -2.529 0.560 -2.374 0.2670 0.1164 0.0894 0.547
Ru -0.822 1.878 0.002 3.9079 -1.6613 -0.1525 0.561
N 2.593 3.038 -0.084 0.1832 0.2408 -0.2091 -0.263
C 2.914 1.782 0.305 -0.0645 -1.4120 0.3241 0.229
N 2.070 0.806 0.554 -0.2618 1.3911 -0.7843 0.126
C 2.713 -0.321 1.038 1.0926 -0.2647 0.6109 -0.614
C 2.114 -1.505 1.500 0.0208 0.4968 -0.0847 0.262
C 2.871 -2.424 2.226 0.1634 0.2192 -0.2981 -0.715
C 4.242 -2.211 2.438 -0.0432 0.2940 -0.1815 -0.467
C 4.877 -1.076 1.911 -0.0001 -0.2934 -0.0729 -0.442
C 4.120 -0.157 1.193 -0.8295 -0.3383 0.1234 0.787
S 4.612 1.381 0.512 -0.2797 -0.1594 0.3768 -0.270
H 3.367 3.687 -0.172 -0.4949 0.0318 0.1403 0.249
H 1.672 3.403 0.125 0.3173 -0.0531 -0.0465 0.124
H 1.051 -1.644 1.297 0.3881 -0.1841 0.1472 0.013
H 2.385 -3.307 2.638 0.1714 0.1739 -0.1572 0.406
H 4.815 -2.937 3.015 -0.1378 0.2760 -0.1683 0.372
H 5.939 -0.887 2.067 -0.2708 -0.2196 0.0018 0.373
```
Positions in Å, forces in eV/Å.

2.
The following is a quantum chemistry calculation of a single C21H25N3O5 molecule, from OMol25.

Calculated values
- ΔE to the lowest compared entry with this formula, charge and spin: 53.59 kcal/mol
- LUMO level: -0.184 eV
- HOMO: -0.346 Eh
- Frontier orbital gap: 9.2 eV
- SMILES: Cc1cc(C(=O)NC[C@@H]2[C@@H](C)CCCN2C(=O)c2ccc(=O)oc2)ncc1CO

XYZ file:
```
54
Properties=species:S:1:pos:R:3:forces:R:3:mulliken_charge:R:1
C -0.242 -2.649 3.377 -0.3124 0.3633 0.0816 -1.627
C -1.114 -1.411 3.231 0.2079 -0.2698 -0.0176 0.636
C -1.225 -0.805 1.977 -0.5880 0.6233 0.4829 -0.038
C -2.028 0.338 1.826 -0.4667 -0.2719 1.5651 -0.032
C -2.152 1.028 0.486 0.1132 1.6738 0.0994 0.601
O -2.175 2.253 0.373 0.0651 -0.8643 0.1868 -0.680
N -2.162 0.214 -0.580 0.1972 -1.0072 -0.7866 -0.043
C -1.994 0.629 -1.975 0.4319 -0.0500 0.2008 -1.999
C -0.632 1.340 -2.261 0.1540 -0.2577 -0.9000 0.017
C -0.339 1.514 -3.792 -0.2907 0.3850 -0.1078 0.608
C -1.511 2.143 -4.576 0.1346 -0.2650 0.2839 -1.817
C 0.942 2.358 -4.017 -0.1581 -0.2839 0.7150 -1.017
C 2.137 1.847 -3.190 0.0765 0.3379 0.2104 -0.707
C 1.750 1.665 -1.707 -0.6167 0.2508 -0.5882 -0.819
N 0.603 0.729 -1.672 -0.1006 0.0843 0.7852 0.495
C 0.814 -0.623 -1.617 -1.7523 0.4299 -1.1104 0.260
O 0.038 -1.442 -2.108 -0.0539 0.2400 0.0639 -0.653
C 1.976 -1.108 -0.902 1.7364 -0.3582 1.3372 -0.110
C 2.340 -0.622 0.427 0.3258 -0.2885 -0.3345 -0.118
C 3.394 -1.136 1.096 -0.2243 -0.1678 -0.5111 -0.652
C 4.207 -2.208 0.506 1.4513 -0.5977 1.0488 0.192
O 5.186 -2.760 0.996 -1.8737 1.1200 -0.8327 -0.615
O 3.800 -2.635 -0.746 -0.6655 0.2139 -0.5620 -0.315
C 2.726 -2.110 -1.406 0.2954 0.0623 0.6628 -0.072
N -2.707 0.874 2.880 0.7240 -0.7888 -0.3168 -0.643
C -2.591 0.279 4.091 0.3672 -0.0090 -1.3348 -0.622
C -1.812 -0.863 4.323 -0.2429 0.3817 0.2195 0.601
C -1.731 -1.497 5.714 0.2164 -0.1309 -0.2293 -0.659
O -2.350 -0.742 6.742 -0.2577 0.5320 -0.5101 -0.522
H -0.828 -3.481 3.768 0.0155 -0.0584 0.0591 0.391
H 0.193 -2.964 2.427 -0.0853 0.1409 0.0211 0.375
H 0.574 -2.459 4.076 0.0474 -0.0402 0.0586 0.374
H -0.685 -1.209 1.132 0.0633 -0.0706 -0.0367 0.313
H -2.195 -0.778 -0.409 0.0972 0.0272 -0.0792 0.337
H -2.108 -0.247 -2.614 0.1602 -0.0517 0.2854 0.434
H -2.819 1.294 -2.239 0.3001 0.3129 0.0520 0.574
H -0.736 2.331 -1.813 0.2696 -0.0220 0.1205 0.575
H -0.152 0.516 -4.197 -0.0435 -0.1257 0.0662 0.211
H -1.795 3.112 -4.164 0.0332 0.0480 0.0741 0.377
H -1.251 2.294 -5.624 0.1398 -0.0103 0.0313 0.457
H -2.396 1.506 -4.565 -0.0115 -0.0148 0.0505 0.402
H 1.190 2.413 -5.078 -0.0032 -0.2360 -0.0079 0.421
H 0.739 3.390 -3.722 -0.1031 0.1168 0.1303 0.333
H 2.511 0.907 -3.599 -0.0844 -0.1824 0.0805 0.281
H 2.965 2.552 -3.266 0.0439 0.0952 0.0118 0.426
H 2.580 1.399 -1.055 -0.0416 -0.5419 -0.2766 0.572
H 1.403 2.610 -1.284 -0.1536 0.1001 -0.1574 0.412
H 1.751 0.161 0.892 -0.0713 -0.0075 -0.1120 0.675
H 3.650 -0.768 2.077 0.1825 -0.1683 0.0461 0.472
H 2.545 -2.595 -2.358 0.0583 0.0694 0.1197 0.510
H -3.147 0.743 4.893 0.0113 -0.0386 0.0629 0.451
H -2.199 -2.482 5.669 0.0312 -0.2286 -0.1279 0.322
H -0.682 -1.636 5.978 0.2049 -0.1385 -0.1618 0.352
H -2.256 -1.209 7.577 0.0459 -0.0626 -0.1120 0.302
```
Positions in Å, forces in eV/Å.

3.
The following is a quantum chemistry calculation of a gas-phase ion, C21H25N4 (charge +1), from OMol25.

Calculated values
- Total charge: +1
- ΔE to the lowest compared entry with this formula, charge and spin: 0.00 kcal/mol
- LUMO level: -2.149 eV
- HOMO: -0.387 Eh
- Frontier orbital gap: 8.4 eV
- SMILES: C[C@@H](N1CCCN2CCC[NH+]=C21)n1c2ccccc2c2ccccc21

XYZ file:
```
50
Properties=species:S:1:pos:R:3:forces:R:3:mulliken_charge:R:1
C -2.055 2.047 -0.174 -0.2781 -0.2411 -0.2370 -1.325
C -1.236 0.769 -0.278 -0.0560 -2.1823 1.3531 -0.612
N -0.272 0.615 -1.493 -1.0692 -0.3559 0.0340 0.283
C -0.316 1.495 -2.691 0.2410 -0.2990 -0.1348 -0.605
C 0.991 1.280 -3.423 1.1449 0.7998 -0.5301 -0.880
C 1.131 -0.124 -3.959 -0.1585 0.6981 -0.7371 -0.778
N 0.615 -1.056 -2.985 0.0451 0.8722 0.3232 0.126
C 0.983 -2.419 -3.247 0.7190 -0.8980 -0.2303 -0.752
C 0.244 -3.376 -2.380 -0.4794 -1.0872 -0.2127 -0.723
C 0.362 -2.941 -0.967 0.0996 -0.3717 0.3237 -0.527
N -0.143 -1.624 -0.900 -0.4999 1.6962 -0.0355 0.079
C 0.084 -0.676 -1.811 -0.2224 -0.1189 0.7735 0.453
N -0.514 0.464 1.055 -2.0268 -0.8137 -1.1576 0.660
C -1.024 -0.316 2.165 -0.0105 0.3865 1.5657 0.139
C -2.183 -1.072 2.463 -0.0715 -0.3715 -0.3334 -0.370
C -2.399 -1.581 3.780 0.2010 0.2548 -0.9272 -0.760
C -1.483 -1.350 4.818 -0.4948 -0.0439 -0.4807 -0.542
C -0.380 -0.542 4.576 -0.4392 -0.3764 -0.2680 -0.763
C -0.184 -0.020 3.295 -0.5643 -0.2824 0.0715 0.497
C 0.714 1.019 2.916 0.9004 0.8432 -1.1947 -0.089
C 1.760 1.702 3.538 -0.2352 -0.0044 -0.7887 -0.487
C 2.437 2.659 2.771 0.2121 0.2558 0.3331 -0.804
C 2.030 3.029 1.477 -0.4700 -0.2212 -0.3843 -0.811
C 0.941 2.399 0.858 0.9119 -0.0794 0.1815 -0.271
C 0.420 1.343 1.571 -0.2902 -0.1706 0.0646 0.980
H -3.080 1.783 -0.464 0.3030 0.4117 -0.4726 0.373
H -2.199 2.368 0.883 0.8080 0.0436 -0.8180 0.367
H -1.601 2.769 -0.855 -0.6239 0.5421 0.5873 0.272
H -2.003 -0.053 -0.424 1.0836 0.6103 0.4249 0.610
H -0.458 2.532 -2.417 0.1937 0.0857 0.2447 0.453
H -1.105 1.261 -3.429 -0.1837 -0.2274 0.6727 0.333
H 1.098 1.976 -4.260 -0.2893 -0.0164 0.0415 0.414
H 1.877 1.489 -2.813 -0.3724 0.0640 0.3973 0.375
H 0.603 -0.241 -4.917 -0.1830 -0.0851 0.3107 0.382
H 2.185 -0.323 -4.214 -0.2685 -0.1650 0.4641 0.379
H 0.836 -2.629 -4.302 -0.3367 0.0917 -0.1952 0.419
H 2.054 -2.567 -3.100 0.2130 0.2641 0.1492 0.361
H -0.800 -3.431 -2.669 -0.2781 0.0263 -0.0271 0.307
H 0.645 -4.373 -2.466 0.2229 -0.3454 -0.3065 0.391
H -0.237 -3.498 -0.256 0.1259 -0.5218 -0.0722 0.376
H 1.395 -2.925 -0.651 0.4625 -0.3392 0.2418 0.317
H -0.473 -1.329 -0.008 -0.0170 0.3310 0.4758 -0.148
H -2.939 -1.287 1.690 0.3521 0.1427 0.4050 0.348
H -3.322 -2.149 3.993 0.6618 0.3776 -0.3021 0.363
H -1.704 -1.765 5.803 0.2271 0.2155 -0.2739 0.388
H 0.282 -0.296 5.398 0.0713 0.1093 -0.1850 0.363
H 2.017 1.437 4.557 0.2540 0.2734 -0.0811 0.424
H 3.307 3.162 3.198 -0.3096 -0.1142 -0.0987 0.354
H 2.567 3.777 0.901 0.0227 0.0675 0.3902 0.419
H 0.534 2.590 -0.149 0.7516 0.2689 0.6555 0.239
```
Positions in Å, forces in eV/Å.

4.
The following is a quantum chemistry calculation of a single C21H25NO3 molecule, from OMol25.

Calculated values
- ΔE to the lowest compared entry with this formula, charge and spin: 451.38 kcal/mol
- LUMO level: 0.290 eV
- HOMO: -0.304 Eh
- Frontier orbital gap: 8.6 eV
- SMILES: CC[C@@H](C(=O)N1CCc2cc(OC)c(OC)cc2C1)c1ccccc1

XYZ file:
```
50
Properties=species:S:1:pos:R:3:forces:R:3:mulliken_charge:R:1
C 0.188 -2.181 -2.341 0.4945 -2.8488 -1.5075 -1.151
C -0.038 -0.677 -2.627 7.2277 -4.4392 -0.7664 -0.847
C -1.272 -0.263 -2.583 -11.5357 2.6168 3.7242 1.133
C -2.045 -0.819 -1.205 -3.2380 -8.2565 -11.8066 0.273
O -2.824 -1.866 -1.249 0.5766 1.0999 -2.9253 -0.861
N -1.910 -0.553 -0.079 5.1911 8.1403 16.4803 0.077
C -2.342 -1.329 1.175 9.1346 9.9111 3.3748 -1.548
C -0.987 -1.855 1.709 -10.5301 -11.0976 -0.8343 -0.495
C 0.133 -1.208 1.713 10.6531 0.1749 0.8046 0.868
C 1.340 -1.964 2.303 0.4003 8.5873 -0.7032 -1.865
C 2.433 -1.013 2.663 1.0579 -3.3770 -3.1227 0.344
O 3.724 -1.353 3.109 -2.9096 -2.0866 1.9057 -0.298
C 3.648 -2.621 3.832 -5.5597 -1.9681 -2.4796 -0.762
C 2.526 0.135 1.869 4.5593 1.0068 2.8915 0.778
O 3.806 0.784 1.915 -1.8167 -5.1748 2.9692 -0.398
C 3.956 1.951 1.398 1.7003 6.4155 0.8508 -1.116
C 1.463 0.648 1.334 1.8488 7.3165 -5.3501 -0.767
C 0.387 -0.056 1.068 -6.8087 0.0873 -0.3774 1.481
C -0.938 0.573 0.472 6.5205 -6.6948 -11.8022 -1.724
C -1.679 1.202 -2.464 -3.8686 -1.4271 0.3671 -0.002
C -0.754 2.234 -2.723 3.2607 -12.7501 1.2477 -0.269
C -1.086 3.339 -3.052 -1.7968 13.1257 -1.9426 -0.397
C -2.378 3.737 -2.745 -2.9306 3.1372 -0.3213 -0.345
C -3.393 2.917 -2.399 5.2966 -7.4242 0.4648 -0.931
C -3.116 1.360 -2.189 8.3808 10.9111 -3.5320 -1.255
H 1.280 -2.308 -2.611 -0.9913 -0.2769 0.6753 0.475
H -0.355 -2.895 -3.170 0.9526 1.7487 2.2841 0.262
H 0.015 -2.639 -1.240 0.1216 1.5164 -2.6239 0.094
H 0.503 -0.257 -1.868 1.9069 1.6696 1.9361 0.339
H 0.428 -0.390 -3.561 0.4350 -0.1848 -0.3990 0.491
H -1.953 -0.704 -3.311 0.1522 -0.1334 -0.2111 0.352
H -2.571 -0.412 2.076 -0.0013 -2.3367 -2.8147 0.211
H -3.117 -1.765 0.943 -7.3872 -5.5938 -1.6589 0.792
H -0.971 -2.997 1.071 0.6153 2.9299 1.1024 0.267
H -1.215 -2.426 2.669 0.2287 1.1639 -0.5991 0.429
H 1.151 -2.672 2.966 -0.8052 -3.7447 2.3417 0.564
H 2.699 -2.794 4.654 2.1907 1.1163 -2.4593 0.241
H 3.444 -3.577 2.999 1.0155 2.7506 2.4398 0.241
H 4.442 -2.694 4.442 3.2566 -0.5103 1.4718 0.385
H 4.925 2.513 1.486 0.1332 -1.7726 0.4068 0.292
H 3.781 1.963 0.430 -0.7208 -0.0930 -5.2470 0.570
H 3.386 2.833 1.708 -1.1902 -0.3921 0.9954 0.380
H 1.661 1.750 0.632 -0.8445 -3.3492 2.3578 -0.001
H -1.314 1.180 1.030 -4.9462 6.7619 6.4436 1.479
H -0.616 1.206 -0.650 -0.8421 -1.7017 3.9403 -0.221
H 0.223 1.857 -2.966 0.6434 -0.0294 0.2483 0.345
H -0.328 4.101 -3.353 -0.8251 -0.5638 0.0521 0.327
H -2.802 4.809 -2.761 1.5028 -1.4185 -0.4611 0.190
H -4.275 3.279 -2.281 -5.6173 2.1563 0.9579 0.640
H -3.711 0.640 -1.994 -4.2916 -4.6986 1.2111 0.933
```
Positions in Å, forces in eV/Å.

ΔE to the lowest compared entry with this formula, charge and spin of number 4 (C21H25NO3)? 451.38 kcal/mol